<P>
{"formula": "C10H11N2S", "method": "ωB97M-V with the def2-TZVPD basis set", "elements": ["C", "C", "C", "C", "C", "C", "C", "C", "C", "C", "N", "N", "S", "H", "H", "H", "H", "H", "H", "H", "H", "H", "H", "H"], "coordinates": [[-3.82347, 0.96967, 0.56027], [-3.09493, 1.48896, -0.44382], [-3.43009, -0.23808, 1.22108], [-1.97545, 0.70645, -0.87945], [-2.25778, -0.86048, 0.89470], [-1.55470, -0.49470, -0.28065], [1.44783, 0.79126, 0.71714], [2.69412, 0.81782, 0.33554], [-0.29945, -1.08262, -0.58685], [4.71287, -0.28129, -0.41826], [3.44308, -0.02806, -0.43337], [-0.09300, -2.19809, -1.19782], [5.95881, 0.43520, 0.58720], [-4.70997, 1.49832, 1.01161], [-3.38443, 2.37660, -0.96338], [-3.99178, -0.65133, 2.00478], [-1.51610, 1.10075, -1.82390], [-2.03732, -1.85832, 1.18628], [0.49921, 0.80651, 0.99012], [3.30856, 1.79195, 0.34637], [5.12865, -0.87574, -1.28386], [-0.89122, -2.83152, -1.44976], [0.68898, -2.83860, -1.09534], [5.17757, 1.45536, 1.00135]], "lumo_energy_ev": [-4.2, -5.9], "total_charge": 1, "orbital_gap_ev": [8.18, 5.78]}

=====

<Q>
{"formula": "C10H11N2S", "method": "ωB97M-V with the def2-TZVPD basis set", "elements": ["C", "C", "C", "C", "C", "C", "C", "C", "C", "C", "N", "N", "S", "H", "H", "H", "H", "H", "H", "H", "H", "H", "H", "H"], "coordinates": [[-3.36632, 0.29933, -1.44972], [-2.22468, 0.84368, -0.92100], [-4.12300, -0.55188, -0.62894], [-2.90776, -0.02922, 1.23464], [-1.93180, 0.70961, 0.47055], [2.91450, 0.26047, 0.94767], [3.08014, -0.72615, 0.00214], [-0.94458, 1.41162, 1.11126], [2.40236, 0.90283, -1.31468], [3.55388, -2.10614, 0.24372], [-3.89581, -0.63476, 0.66524], [2.77537, -0.31437, -1.25536], [2.37444, 1.71881, 0.23414], [-3.60915, 0.40433, -2.49413], [-1.50476, 1.33726, -1.55638], [-4.89646, -1.18962, -1.03218], [-2.86960, -0.02764, 2.31431], [3.09494, 0.20567, 2.00213], [-0.72055, 1.23277, 2.15025], [2.15382, 1.40455, -2.22722], [3.35753, -2.41331, 1.26763], [4.63005, -2.15956, 0.07205], [3.08114, -2.79397, -0.45512], [-0.42370, 2.21567, 0.61899]], "lumo_energy_ev": [-6.9, -6.9], "total_charge": 1, "orbital_gap_ev": [4.95, 4.95]}

=====

Relative calculated energies, zero for the most stable structure, unit hartree: <P> 0.1773; <Q> 0.0000.

=====

<P>
{"formula": "C2H3IN2O", "method": "ωB97M-V with the def2-TZVPD basis set", "elements": ["C", "C", "N", "N", "O", "I", "H", "H", "H"], "coordinates": [[-0.10412, 0.38231, 0.13271], [-1.22053, -0.35359, -0.42125], [0.70785, 1.27959, -0.32299], [1.45143, 1.09993, 0.82214], [0.47514, 0.02108, 1.28595], [3.31532, -0.72391, -0.10209], [-1.34423, -1.18712, 0.29173], [-2.09413, 0.23898, -0.23325], [-1.18675, -0.75728, -1.45294]], "lumo_energy_ev": [-3.0, -3.0], "orbital_gap_ev": [6.45, 6.44]}

=====

<Q>
{"formula": "C2H3IN2O", "method": "ωB97M-V with the def2-TZVPD basis set", "elements": ["C", "C", "N", "N", "O", "I", "H", "H", "H"], "coordinates": [[1.26473, 0.09150, -0.20024], [-0.72864, -0.54610, 0.75419], [1.24275, 0.96541, -1.03756], [-1.73592, -0.05240, 0.06261], [-0.49986, -1.32740, 1.59572], [2.95930, -1.06873, 0.48112], [2.01671, 1.36043, -1.72020], [-1.78239, 0.87557, -0.28285], [-2.73667, -0.29829, 0.34721]], "lumo_energy_ev": [-0.2, -0.2], "orbital_gap_ev": [7.73, 7.73]}

=====

Relative calculated energies, zero for the most stable structure, unit hartree: <P> 0.0939; <Q> 0.0000.